Here is a single C5H5NO molecule in a non-equilibrium geometry from the OMol25 dataset. Energies are from ωB97M-V with the def2-TZVPD basis set.

Properties
energy = -8801.007 eV
charge = 0
multiplicity = 1
HOMO energy = -10.8 eV
frontier orbital gap = 11.51 eV
ΔE to the lowest compared entry with this formula, charge and spin = 232.7 kJ/mol
structure (SMILES) = C#C[C@@H](C#N)CO
strongest force on any atom = 1.1 eV/Å

Cartesian coordinates (Å):
O  0.6527  -0.8318  -1.7511
C  0.2697  0.3853  -1.1753
C  -0.6575  0.1404  0.0426
C  0.0600  -0.6180  1.0778
C  0.6992  -1.2526  1.8756
C  -1.1838  1.4093  0.5709
N  -1.5970  2.4195  0.9518
H  1.1690  -1.3203  -1.0940
H  1.1289  0.9905  -0.8545
H  -0.2808  0.9412  -1.9378
H  -1.5073  -0.4555  -0.3122
H  1.2468  -1.8079  2.6063

Atoms 1-3, force components in eV/Å:
0.1650 -0.1552 0.1442
-0.0711 0.3046 0.0217
-0.0407 -0.0661 0.0045

Atomic partial charges in e from the Löwdin method, atoms 1 to 4: number 1, O, carries -0.043; number 2, C, carries -0.237; number 3, C, carries -0.295; number 4, C, carries -0.105


Here is a molecular structure, C2HFNO4 in a non-equilibrium geometry from the OMol25 dataset. Energies are from ωB97M-V with the def2-TZVPD basis set.

Properties
energy = -14482.796 eV
⟨S²⟩ = 2.01
charge = -1
multiplicity = 3
HOMO energy (alpha / beta) = -1.3 / -5.3 eV
frontier orbital gap (alpha / beta) = 5.38 / 8.36 eV
ΔE to the lowest compared entry with this formula, charge and spin = 9.6 kJ/mol
strongest force on any atom = 6.4 eV/Å

Cartesian coordinates (Å):
C  2.2330  0.5107  -0.1661
C  -1.7625  -0.1873  -0.3352
N  -0.6357  -0.3900  0.3267
O  2.7637  -0.0686  0.7298
O  2.3086  1.2533  -1.0473
O  0.3715  0.3803  -0.0303
O  -0.4946  -1.2687  1.1897
F  -2.8897  -0.9383  0.0625
H  -1.8941  0.7087  -0.7299

Atoms 1-3, force components in eV/Å:
1.6228 -1.3753 2.6965
-4.5545 -4.3291 -1.4369
4.8686 -0.2520 2.6092

Atomic partial charges in e from the Löwdin method, atoms 1 to 4: number 1, C, carries -0.596; number 2, C, carries -0.056; number 3, N, carries -0.427; number 4, O, carries 0.086


Here is a single C4H7NOS molecule in a non-equilibrium geometry from the OMol25 dataset. Energies are from ωB97M-V with the def2-TZVPD basis set.

Properties
energy = -18629.162 eV
⟨S²⟩ = 2.01
charge = 0
multiplicity = 3
HOMO energy (alpha / beta) = -6.4 / -9.0 eV
frontier orbital gap (alpha / beta) = 7.19 / 7.61 eV
ΔE to the lowest compared entry with this formula, charge and spin = 140.6 kJ/mol
strongest force on any atom = 4.4 eV/Å

Cartesian coordinates (Å):
C  0.1913  -0.6846  1.9189
C  0.0591  -1.5702  3.2001
C  -0.6769  -0.2344  -0.8261
C  -0.1379  0.7349  -1.7871
N  -0.0921  -0.3276  0.4717
O  1.1145  0.3168  2.2027
S  0.8770  -1.1755  4.5666
H  -0.5989  -2.4214  3.1370
H  -1.4509  -0.9304  -1.0798
H  -0.9183  0.9870  -2.5019
H  0.6997  0.3104  -2.3480
H  0.2114  1.6488  -1.3089
H  0.6076  0.4207  0.4449
H  1.4055  0.1728  3.1304

Atoms 1-3, force components in eV/Å:
1.5951 1.7072 0.4688
-1.1603 0.9026 -4.1979
-1.3186 -1.7890 1.7003

Atomic partial charges in e from the Löwdin method, atoms 1 to 4: number 1, C, carries -0.162; number 2, C, carries -0.614; number 3, C, carries -0.164; number 4, C, carries -0.115


Here is 3 unconnected molecules or ions with the total composition C6H12 from the OMol25 dataset. Energies are from ωB97M-V with the def2-TZVPD basis set.

Properties
energy = -6410.568 eV
charge = 0
multiplicity = 1
HOMO energy = -9.2 eV
frontier orbital gap = 9.87 eV
ΔE to the lowest compared entry with this formula, charge and spin = 614.9 kJ/mol
strongest force on any atom = 0.3 eV/Å

Cartesian coordinates (Å):
C  1.5950  0.2112  0.5963
C  0.1543  -0.2274  0.3463
C  -0.3364  -1.1826  1.4246
C  -0.8053  0.8998  -0.0755
C  -0.5598  0.6684  -1.4542
C  -0.0231  -0.7277  -1.1759
H  2.2716  -0.6518  0.5914
H  1.9343  0.9178  -0.1688
H  1.6838  0.7025  1.5722
H  0.2691  -2.0968  1.4510
H  -1.3792  -1.4734  1.2515
H  -0.2740  -0.7127  2.4138
H  -1.8050  0.8586  0.3488
H  -1.2510  2.2423  -0.6007
H  0.0307  1.3347  -2.0722
H  -1.6014  1.8183  -1.5475
H  0.8801  -1.0668  -1.6981
H  -0.7837  -1.5144  -1.2031

Atoms 1-3, force components in eV/Å:
0.0519 0.0154 -0.0042
0.0563 -0.0542 0.2126
-0.0278 -0.0164 0.0233

Atomic partial charges in e from the Löwdin method, atoms 1 to 4: number 1, C, carries -0.056; number 2, C, carries -0.512; number 3, C, carries -0.058; number 4, C, carries -0.202